(1)
Density functional theory data (the ωB97M-V functional and the def2-TZVPD basis) for C38H28BF4N4O7PSTi as an isolated structure at a distorted geometry.

Relative energy (zero: lowest compared OMol25 entry of this formula, charge and spin) ... 263.27 kJ/mol
M ... 850.38 g/mol
Lowest unoccupied orbital energy ... -1.93 eV
Net charge ... 0
Gap between HOMO and LUMO ... 5.8 eV

```
85
C38H28BF4N4O7PSTi | OMol25 | the ωB97M-V functional and the def2-TZVPD basis
Ti -0.447 0.541 -0.372
O -5.225 3.605 -3.649
C -5.378 3.183 -2.494
O -6.142 3.529 -1.580
C -4.330 2.143 -2.065
C -4.385 1.541 -0.812
C -3.423 0.642 -0.430
N -2.347 0.363 -1.233
C -2.429 0.747 -2.542
C -3.378 1.660 -2.952
C -1.666 -0.021 -3.567
C -1.312 0.572 -4.774
C -0.798 -0.231 -5.773
C -0.644 -1.586 -5.527
C -1.000 -2.074 -4.280
N -1.507 -1.317 -3.313
C -3.652 -0.203 0.772
C -4.317 0.316 1.880
C -4.596 -0.533 2.937
C -4.200 -1.859 2.851
C -3.541 -2.277 1.702
N -3.268 -1.473 0.681
H -5.245 1.766 -0.196
H -3.467 1.965 -3.984
H -1.423 1.637 -4.917
H -0.514 0.197 -6.725
H -0.245 -2.253 -6.277
H -0.876 -3.124 -4.047
H -4.596 1.360 1.910
H -5.116 -0.163 3.812
H -4.403 -2.561 3.648
H -3.215 -3.305 1.600
O 1.781 -0.365 -3.805
S 1.461 0.479 -2.705
O 0.779 1.722 -2.924
O 0.590 -0.321 -1.665
C 2.931 0.792 -1.773
C 3.917 1.435 -2.509
C 5.123 1.756 -1.909
C 5.337 1.429 -0.581
C 4.347 0.787 0.147
C 3.123 0.452 -0.430
P 1.875 -0.419 0.590
C 2.247 -2.163 0.281
C 3.563 -2.620 0.366
C 3.864 -3.944 0.093
C 2.853 -4.816 -0.290
C 1.546 -4.362 -0.393
C 1.242 -3.041 -0.104
C 2.311 -0.028 2.295
C 2.707 -1.005 3.203
C 2.955 -0.661 4.525
C 2.800 0.653 4.942
C 2.394 1.630 4.041
C 2.144 1.293 2.720
H 3.739 1.688 -3.545
H 5.890 2.263 -2.478
H 6.275 1.676 -0.104
H 4.527 0.556 1.189
H 4.362 -1.943 0.639
H 4.886 -4.290 0.166
H 3.087 -5.847 -0.516
H 0.757 -5.035 -0.697
H 0.211 -2.710 -0.175
H 2.794 -2.034 2.885
H 3.262 -1.424 5.228
H 2.995 0.917 5.974
H 2.272 2.654 4.366
H 1.826 2.058 2.020
O -1.512 1.862 1.169
C -1.268 0.985 2.015
C -1.350 1.051 3.507
C -0.931 -0.363 3.909
C -0.564 -1.065 2.608
O -0.114 -2.172 2.493
N -0.838 -0.198 1.539
H -2.360 1.330 3.801
H -0.673 1.830 3.860
H -1.740 -0.928 4.372
H -0.068 -0.401 4.574
F 0.667 1.978 -0.161
B -0.207 3.980 -0.744
F -1.227 3.299 -1.240
F 0.762 4.374 -1.538
F -0.261 4.440 0.488
```

(2)
Density functional theory data (the ωB97M-V functional and the def2-TZVPD basis) for C38H28BrCl5N11O2Zr as an isolated structure at a distorted geometry.

Relative energy (zero: lowest compared OMol25 entry of this formula, charge and spin) ... 86.83 kJ/mol
M ... 1019.11 g/mol
Lowest unoccupied orbital energy ... 1.90 eV
Net charge ... -1
Gap between HOMO and LUMO ... 7.1 eV

```
86
C38H28BrCl5N11O2Zr | OMol25 | the ωB97M-V functional and the def2-TZVPD basis
Zr 0.525 -0.614 -0.264
Br 1.307 3.385 -6.249
C 0.637 2.589 -4.655
C -0.517 1.811 -4.707
C -0.979 1.198 -3.569
C -0.285 1.286 -2.332
O -0.657 0.624 -1.298
C 0.851 2.166 -2.307
C 1.460 2.489 -1.052
N 1.336 1.758 -0.010
C 1.720 2.275 1.224
C 2.997 2.657 1.563
C 3.267 3.134 2.856
C 2.276 3.232 3.795
C 0.949 2.883 3.469
C -0.131 2.965 4.370
C -1.388 2.651 3.932
C -1.563 2.261 2.594
N -0.591 2.135 1.734
C 0.657 2.419 2.161
C 1.296 2.798 -3.469
H -1.031 1.690 -5.650
H -1.853 0.566 -3.610
H 1.970 3.461 -0.991
H 3.800 2.561 0.843
H 4.278 3.425 3.106
H 2.488 3.580 4.796
H 0.048 3.290 5.385
H -2.238 2.702 4.596
H -2.551 2.040 2.213
H 2.178 3.421 -3.429
N 3.541 -1.447 1.534
C 2.500 -0.923 2.261
N 2.540 -0.684 3.565
N 1.341 -0.186 3.850
N 0.614 -0.126 2.802
N 1.304 -0.582 1.740
C 3.271 -2.193 0.410
N 4.122 -3.018 -0.187
N 3.449 -3.483 -1.235
N 2.275 -2.981 -1.285
N 2.096 -2.141 -0.241
H 4.363 -1.707 2.057
Cl 3.943 0.552 -0.961
C 3.141 -0.029 -2.374
C 1.835 -0.450 -2.164
C 1.232 -1.072 -3.254
Cl -0.284 -1.805 -2.865
C 1.814 -1.160 -4.509
Cl 0.997 -1.894 -5.827
C 3.102 -0.651 -4.683
Cl 3.854 -0.734 -6.221
C 3.791 -0.109 -3.600
Cl 5.412 0.421 -3.789
C -4.099 2.172 -1.917
C -3.756 1.412 -0.634
O -3.218 0.129 -0.848
C -4.182 -0.865 -1.100
C -3.470 -2.185 -1.328
H -4.542 3.137 -1.670
H -4.805 1.607 -2.521
H -3.196 2.332 -2.500
H -4.660 1.332 -0.007
H -2.986 1.962 -0.085
H -4.780 -0.609 -1.987
H -4.867 -0.944 -0.237
H -2.881 -2.142 -2.238
H -4.196 -2.989 -1.409
H -2.792 -2.379 -0.498
C -2.249 -1.847 4.263
C -2.307 -0.821 3.310
C -1.803 -1.012 2.053
C -1.241 -2.255 1.678
C -0.687 -2.405 0.363
C -0.313 -3.701 0.028
C -0.329 -4.767 0.949
C -0.741 -4.573 2.240
C -1.251 -3.317 2.627
C -1.733 -3.065 3.927
H -2.625 -1.673 5.263
H -2.723 0.130 3.599
H -1.823 -0.222 1.297
H 0.043 -3.927 -0.977
H 0.059 -5.733 0.648
H -0.671 -5.359 2.981
H -1.684 -3.859 4.659
```